Entry 1:
8 unconnected molecules or ions with the total composition C4H22NO9 in a non-equilibrium geometry. Source: the OMol25 dataset; level of theory: wB97M-V/def2-TZVPD.

Output
LUMO ... 3.09 eV
Kohn-Sham gap ... 8.727 eV
Total energy ... -24424.498 eV
ΔE to the lowest compared entry with this formula, charge and spin ... 56.61 kcal/mol
Largest force on an atom ... 4.3 eV/A
Charge ... -1
M ... 228.2 g mol⁻¹

XYZ file:
```
36
C4H22NO9, DFT wB97M-V/def2-TZVPD
O 2.040 -0.347 -0.826
C 0.952 0.262 -0.644
O -0.015 0.198 -1.449
C 0.761 1.076 0.620
C 1.670 0.493 1.770
C 1.960 1.704 2.654
N -0.620 0.947 1.129
H 1.263 2.073 0.337
H 2.470 -0.130 1.362
H 1.158 -0.245 2.450
H 3.038 1.857 2.639
H 1.604 2.643 2.367
H 1.688 1.437 3.743
H -0.994 0.021 0.769
H -1.166 1.744 0.923
H -1.182 1.307 -1.522
H -1.384 2.509 -2.301
O -1.933 1.997 -1.702
H 2.432 -0.287 -2.646
H 3.014 -1.368 -3.533
O 3.235 -0.469 -3.206
H -1.573 -1.740 1.291
H -0.371 -2.750 1.618
O -1.281 -2.633 1.418
H 3.105 -1.968 1.060
H 3.589 -1.535 -0.332
O 3.708 -2.195 0.376
H -4.508 1.073 1.783
H -4.353 0.183 0.495
O -4.898 0.809 0.933
H -1.252 -2.107 -3.045
H -1.881 -0.989 -3.535
O -2.179 -1.798 -3.126
H -2.705 -1.400 -0.696
H -2.618 0.188 -0.868
O -2.774 -0.557 -0.306
```

---

Entry 2:
C10H12N2 in the gas phase in a non-equilibrium geometry. Source: the OMol25 dataset; level of theory: wB97M-V/def2-TZVPD.

Output
LUMO ... 0.97 eV
Kohn-Sham gap ... 8.757 eV
Total energy ... -13541.517 eV
ΔE to the lowest compared entry with this formula, charge and spin ... 75.74 kcal/mol
Largest force on an atom ... 4.3 eV/A
M ... 160.2 g mol⁻¹
SMILES ... C[C@]12NN[C@H]1Cc1ccccc12

XYZ file:
```
24
C10H12N2, DFT wB97M-V/def2-TZVPD
C 3.059 0.380 0.194
C 2.719 -0.996 0.395
C 2.150 1.322 -0.032
C 1.436 -1.410 0.476
C 0.816 0.879 0.028
C 0.473 -0.441 0.107
C -0.319 1.780 -0.410
C -1.600 0.852 -0.322
C -1.052 -0.535 -0.048
C -1.659 -1.625 -0.995
N -2.292 0.857 0.924
N -1.635 -0.404 1.286
H 4.179 0.699 0.153
H 3.483 -1.652 0.525
H 2.315 2.295 -0.226
H 1.014 -2.350 0.567
H -0.572 2.607 0.222
H -0.313 2.078 -1.530
H -2.386 0.862 -1.061
H -2.690 -1.244 -1.332
H -1.851 -2.606 -0.398
H -0.859 -1.699 -1.852
H -2.103 1.471 1.690
H -2.311 -1.118 1.639
```

---

Entry 3:
2 unconnected molecules or ions with the total composition C9H15INSi in a non-equilibrium geometry. Source: the OMol25 dataset; level of theory: wB97M-V/def2-TZVPD.

Output
Spin multiplicity ... 3
LUMO (spin up / spin down) ... -3.32 / -8.00 eV
Kohn-Sham gap (spin up / spin down) ... 7.560 / 4.297 eV
Total energy ... -27033.649 eV
⟨S²⟩ ... 2.01
Largest force on an atom ... 2.8 eV/A
Charge ... +1
M ... 292.2 g mol⁻¹

XYZ file:
```
27
C9H15INSi, DFT wB97M-V/def2-TZVPD
C 1.762 -3.479 0.061
C 1.528 -2.935 -1.185
C 1.436 -2.705 1.179
C 0.800 -1.747 -1.371
C 0.734 -1.492 1.019
C 0.380 -1.076 -0.263
C 1.223 1.797 0.458
C -0.889 1.278 -2.067
C -1.436 0.648 1.004
N -2.233 2.695 1.086
Si -0.091 0.765 -0.458
I -3.148 -0.500 0.644
H 2.318 -4.358 0.281
H 1.788 -3.536 -2.083
H 1.486 -3.092 2.160
H 0.618 -1.328 -2.347
H 0.439 -0.972 1.948
H 0.919 2.141 1.450
H 2.133 1.241 0.423
H 1.450 2.736 0.002
H -0.144 1.396 -2.872
H -1.739 0.571 -2.417
H -1.224 2.287 -2.077
H -1.193 0.683 2.119
H -1.591 3.058 1.826
H -3.224 2.726 1.218
H -2.103 3.199 0.261
```

---

Entry 4:
A gas-phase ion, C2H2N3O (charge +1) in a non-equilibrium geometry. Source: the OMol25 dataset; level of theory: wB97M-V/def2-TZVPD.

Output
LUMO ... -7.20 eV
Kohn-Sham gap ... 8.748 eV
Total energy ... -8611.589 eV
ΔE to the lowest compared entry with this formula, charge and spin ... 75.31 kcal/mol
Largest force on an atom ... 7.2 eV/A
Charge ... +1
M ... 84.1 g mol⁻¹
SMILES ... N#[N+]/N=C\C=O

XYZ file:
```
8
C2H2N3O, DFT wB97M-V/def2-TZVPD
C 0.660 0.792 -0.136
C 0.808 -0.963 0.078
N -0.555 1.089 -0.005
N -1.527 0.321 -0.084
N -2.572 0.000 0.035
O -0.154 -1.508 -0.099
H 1.522 1.577 0.081
H 1.817 -1.308 0.129
```

---

Entry 5:
A molecular structure, C25H42BCl2IrN6. Source: the OMol25 dataset; level of theory: wB97M-V/def2-TZVPD.

Output
Spin multiplicity ... 2
LUMO (spin up / spin down) ... -10.61 / -12.84 eV
Kohn-Sham gap (spin up / spin down) ... 7.409 / 5.168 eV
Total energy ... -64081.777 eV
⟨S²⟩ ... 0.76
ΔE to the lowest compared entry with this formula, charge and spin ... 0.00 kcal/mol
Largest force on an atom ... 0.1 eV/A
Charge ... +3
M ... 700.6 g mol⁻¹

XYZ file:
```
77
C25H42BCl2IrN6, DFT wB97M-V/def2-TZVPD
Ir 0.356 0.175 0.001
C -2.880 0.300 -4.326
C -2.547 0.148 -2.892
C -3.468 -0.068 -1.801
C -2.683 -0.132 -0.589
N -1.428 0.004 -0.950
N -1.356 0.196 -2.375
B 0.055 0.477 -3.097
N 0.570 1.764 -2.450
N 0.740 1.742 -1.109
C 1.384 2.843 -0.706
C 1.604 3.632 -1.831
C 1.092 2.925 -2.914
C 1.086 3.285 -4.357
C 1.766 2.937 0.741
C 1.399 1.611 1.411
C 0.996 4.065 1.449
C 3.282 3.152 0.871
N 0.901 -0.741 -2.705
N 0.898 -1.094 -1.394
C 1.358 -2.336 -1.244
C 1.721 -2.795 -2.510
C 1.414 -1.781 -3.406
C 1.576 -1.747 -4.885
C 1.277 -3.009 0.096
C 2.613 -3.678 0.450
C 0.956 -1.990 1.199
C 0.156 -4.059 0.028
C -3.275 -0.273 0.799
C -2.884 -1.623 1.420
C -2.805 0.896 1.673
C -4.806 -0.218 0.692
H -3.954 0.230 -4.475
H -2.390 -0.477 -4.915
H -2.532 1.265 -4.700
H -4.539 -0.157 -1.881
H -0.116 0.572 -4.264
H 2.092 4.591 -1.874
H 1.562 4.252 -4.496
H 0.069 3.349 -4.743
H 1.631 2.549 -4.949
H 0.260 1.465 1.507
H 1.703 1.532 2.458
H 1.983 0.727 0.932
H -0.085 3.928 1.370
H 1.249 5.023 0.998
H 1.270 4.106 2.503
H 3.848 2.355 0.384
H 3.567 3.196 1.922
H 3.564 4.096 0.408
H 2.145 -3.754 -2.757
H 2.011 -2.682 -5.227
H 2.236 -0.933 -5.186
H 0.618 -1.613 -5.388
H 3.431 -2.956 0.474
H 2.857 -4.445 -0.284
H 2.546 -4.165 1.423
H 1.819 -1.414 1.529
H 0.557 -2.481 2.090
H -0.010 -1.359 1.012
H 0.368 -4.800 -0.742
H -0.810 -3.601 -0.201
H 0.076 -4.582 0.982
H -1.813 -1.716 1.589
H -3.221 -2.462 0.809
H -3.369 -1.705 2.392
H -1.725 0.886 1.828
H -3.264 0.806 2.657
H -3.097 1.860 1.253
H -5.209 -1.050 0.111
H -5.157 0.726 0.271
H -5.225 -0.298 1.694
Cl -0.276 -0.186 3.967
C 0.992 -0.253 5.238
Cl 2.262 0.930 4.942
H 1.422 -1.246 5.223
H 0.507 -0.033 6.181
```

---

Entry 6:
C15H17N3O2 in the gas phase in a non-equilibrium geometry. Source: the OMol25 dataset; level of theory: wB97M-V/def2-TZVPD.

Output
LUMO ... 0.70 eV
Kohn-Sham gap ... 8.559 eV
Total energy ... -24395.155 eV
ΔE to the lowest compared entry with this formula, charge and spin ... 42.45 kcal/mol
Largest force on an atom ... 1.2 eV/A
M ... 271.3 g mol⁻¹
SMILES ... Cc1cccc(OCC(=O)N/N=C/c2cccn2C)c1

XYZ file:
```
37
C15H17N3O2, DFT wB97M-V/def2-TZVPD
C -0.915 2.517 2.923
C 0.206 1.587 2.567
C 1.523 1.935 2.853
C 2.554 1.074 2.534
C 2.303 -0.145 1.922
C 0.993 -0.498 1.628
C -0.046 0.372 1.957
H -1.057 0.074 1.724
O 0.609 -1.667 1.027
C 1.600 -2.545 0.551
C 2.562 -1.947 -0.477
O 3.756 -2.162 -0.461
N 2.002 -1.161 -1.427
N 0.674 -0.969 -1.545
C 0.247 -0.087 -2.365
C -1.133 0.198 -2.557
C -1.676 1.181 -3.379
C -3.062 1.122 -3.241
C -3.330 0.107 -2.347
N -2.172 -0.444 -1.934
C -2.059 -1.560 -1.040
H -1.294 -1.370 -0.289
H -1.769 -2.458 -1.589
H -3.022 -1.732 -0.560
H -4.275 -0.248 -1.985
H -3.785 1.743 -3.731
H -1.118 1.859 -3.995
H 0.938 0.514 -2.970
H 2.645 -0.680 -2.063
H 2.203 -2.957 1.370
H 1.046 -3.358 0.072
H 3.128 -0.795 1.683
H 3.574 1.346 2.759
H 1.735 2.882 3.327
H -1.856 2.171 2.504
H -0.711 3.519 2.550
H -1.019 2.580 4.005
```